# 1
ORCA calculation (ωB97M-V/def2-TZVPD) on a structure of composition C30H28N4O5W.

**M**: 708.417 Da
**Charge**: +2
**Energy relative to the best compared isomer or geometry (same formula, charge and spin)**: 29.3 kcal per mole
**Frontier orbital gap**: 5.09 eV

XYZ file:
```
68
Properties=species:S:1:pos:R:3:forces:R:3:nbo_charge:R:1
W 0.404806 -0.490212 2.545514 -0.0640 -0.5742 0.5403 2.257
O -0.169359 -0.139328 4.329909 0.2179 0.3210 -0.0352 -0.672
O 1.799957 -1.316241 1.352036 0.0601 0.2709 0.0045 -0.659
O 0.705784 0.455624 6.322632 -0.0193 0.0386 0.0026 -0.447
O 2.042044 -3.976705 4.078816 -0.0405 -0.0633 -0.0440 -0.484
O 0.327864 -0.035044 0.512522 -0.1248 -0.2304 -0.2500 -0.691
N 0.991720 1.527064 2.731509 0.0031 -0.0086 -0.1544 -0.543
N -0.544401 -2.476775 2.160908 0.0400 0.0975 -0.1607 -0.786
N 0.234572 0.245051 -2.244252 -0.0246 0.0198 0.0196 -0.533
N 1.397716 -1.808276 3.721199 -0.3046 -0.1684 -0.0677 -0.645
C -2.587063 -0.104850 -6.334722 0.0056 -0.0023 -0.0018 -0.642
C -1.450804 2.018395 -5.635983 0.0077 0.0002 0.0070 -0.184
C 2.968836 -2.015518 -1.104549 0.0222 -0.0112 -0.0133 -0.117
C 1.597721 -1.472570 5.135250 -0.0578 -0.0200 -0.0418 -0.355
C -1.451332 -1.393014 -3.983860 -0.0075 -0.0093 0.0030 -0.661
C -3.821983 0.524424 1.509203 0.0092 -0.0784 0.0020 -0.148
C 1.185972 4.073914 3.683911 -0.0293 0.0113 0.0060 -0.075
C 1.282461 -0.574501 -2.252229 0.0048 0.0083 -0.0475 0.415
C -2.742939 -0.301886 1.806696 -0.0306 0.0733 0.0255 -0.212
C -1.545901 0.238250 2.229777 0.1286 0.0132 -0.0135 -0.293
C 3.518470 -2.342929 -2.292045 -0.0364 0.0260 -0.0017 -0.243
C -0.651351 2.767738 -4.785702 0.0001 0.0031 0.0023 -0.187
C -0.358179 0.827951 -3.423814 0.0208 -0.0265 0.0214 0.063
C 1.414625 -3.186484 3.438393 0.1953 0.1889 0.0623 0.673
C 2.332510 3.297575 3.548779 0.0410 -0.0441 -0.0142 -0.210
C 2.967868 -1.787737 -3.485122 0.0377 -0.0275 -0.0108 -0.068
C 0.457612 -3.573742 2.326274 -0.0515 -0.0086 -0.0219 -0.327
C 2.197671 2.012564 3.083426 -0.0088 0.0454 0.0142 0.070
C 1.330284 -0.821310 0.204795 0.0798 0.1725 0.2632 0.737
C 1.902077 -0.943833 -3.477456 -0.0183 0.0126 0.0266 -0.309
C -1.408410 1.645068 2.371845 0.0198 0.0606 -0.1367 -0.030
C -0.049348 3.566922 3.316705 0.1031 0.0455 -0.1028 -0.207
C 0.710689 -0.287747 5.409341 -0.0055 -0.1733 0.0071 0.777
C -1.167379 0.057822 -4.256250 -0.0097 0.0367 -0.0307 0.048
C 1.838538 -1.126608 -1.037498 -0.0340 -0.0151 -0.0076 -0.303
C -0.095366 2.168172 -3.671397 -0.0100 0.0056 -0.0143 -0.228
C -2.488182 2.453255 2.023414 -0.0817 -0.0591 0.0724 -0.162
C -0.136031 2.281346 2.807187 -0.1087 -0.0054 0.0407 0.242
C -1.715507 0.676396 -5.391638 0.0030 -0.0214 0.0111 -0.003
C -3.687583 1.899202 1.604114 0.0226 0.0196 0.0075 -0.176
H -2.873896 -1.372056 1.701636 -0.0164 -0.0045 -0.0014 0.206
H -3.512756 -0.420782 -5.848983 -0.0011 -0.0017 0.0008 0.227
H 3.374341 -2.402625 -0.179969 -0.0122 0.0063 0.0112 0.237
H 3.421401 -2.042322 -4.434758 -0.0006 -0.0001 0.0026 0.244
H -2.085723 -1.006888 -6.689409 0.0013 0.0014 -0.0020 0.227
H -2.514985 -1.604730 -4.091363 -0.0026 0.0015 0.0027 0.238
H -4.759145 0.086893 1.192560 -0.0053 0.0187 -0.0028 0.245
H 1.323802 -2.302725 5.790231 0.0066 -0.0131 -0.0154 0.276
H 4.370317 -3.004371 -2.346969 0.0007 -0.0031 -0.0073 0.248
H 1.516362 -0.529269 -4.397382 0.0022 -0.0011 -0.0023 0.253
H 0.550167 2.722626 -3.002061 0.0010 -0.0027 0.0030 0.221
H 3.307456 3.671842 3.823965 -0.0023 0.0046 0.0019 0.264
H 2.636921 -1.219633 5.348229 0.0089 -0.0147 0.0139 0.264
H -2.854189 0.494956 -7.201682 -0.0016 -0.0004 0.0013 0.235
H 1.254860 5.075118 4.088096 0.0074 0.0003 -0.0002 0.258
H -0.454392 3.809419 -4.998571 -0.0021 -0.0011 -0.0007 0.233
H -0.028356 -4.510850 2.591018 0.0188 -0.0044 -0.0053 0.261
H -0.984847 -2.547309 1.244566 -0.0013 0.0778 -0.0055 0.429
H -0.939929 4.162954 3.441849 -0.0037 -0.0003 0.0007 0.255
H -4.515977 2.545692 1.349954 -0.0015 -0.0015 -0.0001 0.249
H -2.395321 3.529486 2.072206 -0.0101 0.0045 -0.0024 0.233
H -1.299470 -2.596788 2.836308 0.0165 0.0078 0.0272 0.432
H -0.151583 0.516626 -1.352507 0.0004 0.0026 -0.0009 0.427
H -1.878783 2.484532 -6.514383 0.0011 0.0013 0.0001 0.230
H -1.149190 -1.691980 -2.981646 0.0078 -0.0004 0.0009 0.203
H -0.929933 -2.036867 -4.696523 0.0009 0.0006 -0.0001 0.235
H 3.038980 1.337304 2.987180 0.0081 0.0055 0.0007 0.234
H 0.995179 -3.709656 1.390773 0.0241 -0.0074 0.0107 0.256
```
Positions in Å, forces in eV/Å.

=====

# 2
ORCA calculation (ωB97M-V/def2-TZVPD) on a structure of composition C30H28N8NiS2.

**M**: 623.437 Da
**Energy relative to the best compared isomer or geometry (same formula, charge and spin)**: 55.3 kcal per mole
**Frontier orbital gap (alpha / beta)**: 5.61 / 5.83 eV

XYZ file:
```
69
Properties=species:S:1:pos:R:3:forces:R:3:nbo_charge:R:1
Ni -0.167218 -0.359218 -0.415600 -1.5594 1.8980 -0.2635 1.025
S -0.749778 -0.034323 4.012018 -0.0173 0.0200 -0.0329 0.353
S -1.122416 -2.469815 -1.281757 0.1936 0.6377 0.1239 -0.460
N -0.003848 1.358944 2.019990 0.0842 -0.0377 -0.0981 -0.239
N 1.686245 -1.008395 -0.942514 -0.1439 0.0944 0.3266 -0.197
N -1.109866 -1.988548 2.153106 -0.0208 0.1268 -0.0106 -0.793
N -0.965362 1.137530 -1.203897 1.5854 -1.6774 -0.2732 -0.574
N 0.932374 -4.103389 -0.556416 0.1471 0.0863 -0.0254 -0.281
N 1.299660 -1.907882 -0.131905 0.4294 -0.1579 0.0755 -0.201
N -0.324804 0.122691 1.519902 0.2691 0.0508 -0.4086 -0.435
N 0.185353 -5.126434 -1.020881 -0.0951 0.0568 0.0259 -0.447
C 3.586931 1.992806 0.183448 0.0264 -0.0698 0.0345 -0.218
C 2.562757 1.208608 -0.326410 -0.1041 0.1049 -0.1383 -0.166
C -3.281032 4.557474 1.114942 0.0344 -0.0134 -0.0180 -0.236
C -1.463387 2.282389 -1.309083 -0.4648 -0.4401 0.7852 0.191
C 1.446261 -9.107715 -0.789410 -0.0227 0.0330 -0.0118 -0.268
C -4.053687 2.303561 1.436506 0.0429 0.0003 -0.0314 -0.204
C 3.872549 -0.765546 0.093631 -0.0218 -0.1698 0.0776 -0.216
C 2.234218 -8.093401 -0.263375 -0.0063 0.0073 -0.0025 -0.184
C -0.157327 1.446663 3.288299 -0.0520 -0.1345 -0.0725 0.069
C -1.129360 3.119803 -2.505490 -0.0193 -0.0367 0.0456 -0.011
C 4.758311 1.403407 0.641750 -0.0687 0.0045 -0.0270 -0.213
C -4.092038 3.649386 1.781015 -0.0065 0.0039 0.0033 -0.212
C 0.428310 3.723666 -4.242056 -0.0478 -0.0066 0.0573 -0.197
C -0.507300 4.600150 -4.778156 0.0102 -0.0108 -0.0051 -0.204
C 1.838518 -6.766104 -0.330371 0.0297 0.0495 0.0258 -0.298
C 0.240487 -8.771724 -1.393409 0.0207 0.0089 0.0131 -0.188
C -3.211199 1.867280 0.424832 -0.0278 0.0620 0.0609 -0.190
C -2.436002 4.123960 0.101464 -0.1067 -0.0389 0.0812 -0.143
C -0.168565 -7.451954 -1.469751 -0.0390 0.0439 -0.0096 -0.292
C 0.096231 2.688452 4.085063 -0.0195 0.0127 -0.0212 -0.447
C 0.117572 2.982038 -3.112789 -0.0175 0.0836 -0.0319 -0.203
C -1.019554 3.718467 3.903321 -0.0123 -0.0501 -0.0157 -0.596
C -2.065806 3.995396 -3.048259 0.0481 -0.0031 -0.0375 -0.208
C -2.401475 2.776923 -0.250567 0.0339 0.2762 -0.1033 -0.109
C 0.453294 -2.931535 -0.704027 -0.1997 -0.4737 -0.0466 0.115
C -1.754157 4.730489 -4.183976 -0.0111 -0.0092 0.0168 -0.215
C 0.626281 -6.432494 -0.936379 0.0690 -0.1304 0.0043 0.257
C 2.705126 -0.170297 -0.364400 0.0947 0.0019 0.0694 0.070
C 4.896918 0.023019 0.593455 0.0166 -0.0032 -0.0053 -0.192
C -0.745620 -0.726924 2.427189 -0.0124 -0.0776 -0.0417 0.266
H 1.049801 3.100369 3.753112 0.0047 0.0092 -0.0113 0.237
H -4.688511 1.592645 1.950523 -0.0033 0.0104 -0.0016 0.214
H -3.300969 5.605721 1.386266 -0.0077 -0.0111 0.0018 0.216
H 3.961301 -1.843716 0.048757 0.0260 0.0214 0.0117 0.233
H -3.042873 4.091580 -2.592191 0.0076 0.0020 0.0009 0.221
H 3.465163 3.067543 0.225154 -0.0128 -0.0113 -0.0026 0.216
H -2.489503 5.403504 -4.606552 0.0102 -0.0095 0.0046 0.215
H -1.109811 -7.197364 -1.945688 0.0223 -0.0204 0.0089 0.207
H 1.765488 -10.139942 -0.732845 -0.0074 0.0129 -0.0005 0.209
H 0.837084 2.288230 -2.697559 -0.0499 -0.0108 -0.0136 0.227
H 2.453183 -5.976658 0.079332 -0.0068 -0.0399 -0.0088 0.232
H -4.755218 3.990013 2.566801 0.0100 -0.0079 -0.0144 0.215
H -1.513635 -2.569338 2.863692 0.0106 0.0024 0.0182 0.409
H 1.640975 1.662859 -0.665534 -0.0215 0.0018 -0.0207 0.220
H -0.265172 5.178112 -5.661368 -0.0055 -0.0123 0.0162 0.215
H -1.109713 3.993233 2.853004 -0.0100 -0.0056 0.0135 0.226
H 5.807342 -0.443100 0.948086 -0.0170 -0.0070 -0.0136 0.216
H -0.812453 4.616873 4.485227 0.0109 -0.0145 -0.0015 0.214
H -0.389518 -9.546459 -1.812751 -0.0017 0.0120 -0.0009 0.209
H -0.690787 -4.906957 -1.476309 0.0046 -0.0241 -0.0327 0.390
H -3.177367 0.821050 0.145788 0.0087 0.0171 -0.0128 0.231
H -1.797487 4.831504 -0.412389 -0.0109 -0.0053 -0.0077 0.215
H -1.239272 -2.254215 1.176075 -0.0006 -0.0341 -0.0137 0.439
H 3.178057 -8.337239 0.209519 -0.0088 0.0156 -0.0040 0.208
H 1.400683 3.615307 -4.705180 -0.0100 0.0039 0.0021 0.216
H -1.981285 3.314376 4.225323 0.0214 0.0145 -0.0098 0.209
H 0.207524 2.427857 5.138345 0.0120 -0.0226 0.0077 0.216
H 5.559365 2.016785 1.034304 -0.0139 -0.0094 -0.0109 0.215
```
Positions in Å, forces in eV/Å.

=====

# 3
ORCA calculation (ωB97M-V/def2-TZVPD) on an isolated molecule of C30H28O3.

**M**: 436.551 Da
**Frontier orbital gap**: 8.06 eV

XYZ file:
```
61
Properties=species:S:1:pos:R:3:forces:R:3:nbo_charge:R:1
O -1.659442 4.069492 -1.698001 0.1430 0.0956 -0.0215 -0.525
O -3.053952 -0.872673 0.452399 0.5468 -0.5888 -1.3761 -0.513
O -2.541311 -2.590411 -0.926243 1.1277 1.4771 1.9286 -0.625
C -1.036302 1.779868 -2.143419 0.4557 -0.1494 0.1845 -0.259
C 3.465398 -0.401952 2.249163 0.4824 -0.4384 -0.3498 -0.251
C -1.038657 2.882012 -1.281604 0.1920 0.3452 -0.4973 0.283
C -0.189342 -5.742683 0.439042 -0.4681 -0.4299 0.2678 -0.211
C -4.808847 0.632451 -0.188590 -0.2366 0.1251 0.0646 -0.632
C 3.822417 -1.737592 2.500522 -0.4222 0.0586 -0.6660 -0.011
C -0.048110 0.370657 -0.353057 -1.4748 1.4055 -0.5999 -0.075
C 0.682550 -5.008538 2.559268 -0.1676 -0.7296 0.4875 -0.224
C -0.454181 2.790895 -0.026520 0.3773 -0.4211 -0.0311 -0.211
C -2.247890 -1.905171 0.067119 -1.1779 -0.3785 -1.1908 0.797
C 1.616233 -1.105468 0.754164 2.2888 -0.8845 1.1453 -0.072
C -0.082811 -3.845336 2.470390 0.1613 0.4305 -0.8008 -0.206
C -0.966709 -4.576672 0.347483 0.8211 0.4110 0.0720 -0.230
C -0.340017 6.182015 -4.396848 0.0097 0.2016 -0.0719 -0.196
C 2.212343 -2.407489 0.807084 -1.2835 0.4406 0.4249 -0.169
C -0.909979 5.066033 -2.347096 0.1350 -0.4506 0.0825 0.302
C -1.041104 -2.092894 0.964140 -1.1717 2.9884 0.9399 -0.321
C 2.463148 -0.087785 1.325745 -1.2218 -0.0182 0.2215 -0.145
C 0.652174 6.907405 -3.729902 -0.0397 -0.1623 0.2710 -0.229
C -0.506095 0.555231 -1.687774 -0.6326 0.1767 0.1172 -0.171
C 0.047162 1.549119 0.408389 -0.7238 0.2504 0.4087 -0.197
C -0.773704 -3.501258 1.271197 1.6121 -1.9255 0.0485 0.023
C 0.048358 5.802854 -1.648720 -0.1402 -0.2194 -0.1559 -0.265
C 3.197796 -2.728234 1.732472 0.5187 -0.0586 -0.3365 -0.226
C 0.827701 6.724919 -2.351175 0.0417 0.0162 -0.0323 -0.194
C 0.678095 -5.960969 1.524055 -0.5355 0.5266 0.1000 -0.219
C 4.883870 -2.110553 3.484376 0.0890 0.0224 0.4379 -0.632
C 0.250250 -0.970040 0.193403 0.0294 -3.3130 -2.0388 -0.210
C -1.152290 5.289801 -3.706030 0.1983 -0.3597 0.4904 -0.257
C -4.002838 -0.541911 -0.631174 0.4241 -0.4172 -0.0195 -0.073
H -5.254562 1.060623 -1.083724 -0.1260 0.2646 0.0662 0.217
H -0.531451 -0.283413 -2.386690 0.0442 0.0583 0.3280 0.222
H 1.293832 7.602517 -4.278540 -0.2656 -0.2594 0.2132 0.219
H 4.543751 -2.959050 4.086610 0.1030 0.1477 0.0706 0.217
H -1.413111 1.919975 -3.174999 0.2376 -0.2806 0.7804 0.231
H -0.123267 -3.143819 3.305518 0.3399 -0.0439 -0.2680 0.216
H 1.255760 -5.230151 3.485787 -0.4875 0.3001 -0.7485 0.218
H 5.095089 -1.262909 4.138818 0.0105 -0.1336 0.1136 0.213
H 0.077329 -1.764218 -0.576841 1.3234 1.2410 -0.5400 0.240
H -4.202521 1.377243 0.326587 0.0222 0.0439 -0.1640 0.224
H -4.641567 -1.428904 -0.797550 0.4203 0.4727 -0.1062 0.199
H -5.607662 0.310556 0.469181 -0.1531 0.0924 0.2229 0.209
H 4.039938 0.385678 2.769192 -0.4608 -0.3287 -0.4896 0.212
H 1.235797 -6.901973 1.622271 -0.1485 0.5768 -0.1410 0.219
H 3.514041 -3.782418 1.839763 -0.1594 0.6874 -0.1293 0.214
H 2.295879 0.977510 1.102219 -0.0414 -0.7276 0.2774 0.206
H 1.765333 -3.193169 0.185256 0.1010 0.1649 0.4270 0.216
H -0.477577 6.292089 -5.474737 0.0354 0.0856 0.3457 0.217
H -1.936869 4.706045 -4.190258 0.2841 0.2014 0.0485 0.227
H -1.143769 -1.474863 1.860329 -0.5411 -0.4414 0.1257 0.245
H -0.322150 -6.544473 -0.316490 0.0972 0.6924 0.5402 0.217
H -0.371887 3.684840 0.601857 -0.1595 -0.4919 -0.1777 0.217
H 0.177340 5.619434 -0.574674 0.0408 0.1741 -0.5517 0.223
H 0.427055 1.502845 1.428029 -0.2270 -0.0384 -0.2367 0.218
H 1.596793 7.283939 -1.807412 -0.3100 -0.1617 -0.2892 0.217
H -1.685809 -4.458410 -0.461992 0.5395 0.0256 0.0893 0.254
H 5.837322 -2.408627 3.035259 -0.2065 0.0665 -0.1952 0.221
H -3.436973 -0.302021 -1.567026 -0.2709 -0.4151 0.8838 0.193
```
Positions in Å, forces in eV/Å.

=====

> Which of these has the highest M?

C30H28N4O5W

=====

> M of number 2 (C30H28N8NiS2)?

623.437 Da

=====

> M of number 1 (C30H28N4O5W)?

708.417 Da